<w>
Below is one molecule with the formula C4H8ClN3, with properties calculated with ωB97M-V/def2-TZVPD.

Last column: Mulliken charge in e.
Cartesian coordinates (Å):
C: -0.906 1.112 -0.739  0.477
C: 0.993 -0.947 0.216  -0.565
C: 1.423 0.433 -0.315  -0.536
C: -0.192 -1.042 1.217  -0.717
N: -2.012 1.696 -0.736  -0.444
N: 0.352 1.159 -1.068  -0.152
N: -1.467 -0.636 0.667  -0.565
Cl: -3.451 1.164 -0.094  -0.022
H: 0.823 -1.526 -0.698  0.354
H: 1.860 -1.236 0.777  0.311
H: 1.772 1.136 0.422  0.309
H: 2.056 0.387 -1.149  0.330
H: -0.367 -2.024 1.416  0.454
H: 0.032 -0.292 1.957  0.363
H: 0.715 1.840 -1.671  0.197
H: -1.632 -1.224 -0.202  0.206

Results
**Gap between HOMO and LUMO (alpha / beta)**: 7.7 / 7.9 eV
**E_HOMO (alpha / beta)**: -7.583 / -7.872 eV
**Charge**: 0

=====

<x>
Below is one molecule with the formula C4H8ClN3, with properties calculated with ωB97M-V/def2-TZVPD.

Last column: Mulliken charge in e.
Cartesian coordinates (Å):
C: 1.297 0.694 -0.124  -0.536
C: 1.336 -0.535 0.270  0.628
C: 0.017 1.490 -0.275  -0.312
C: 1.611 -1.907 0.444  -1.003
N: -0.882 -0.603 0.436  -0.421
N: -1.046 0.737 0.418  0.101
N: -2.337 1.231 -0.019  -0.550
Cl: -1.405 -1.374 -1.130  -0.254
H: 2.136 1.377 -0.280  0.354
H: 0.124 2.509 0.187  0.350
H: -0.408 1.539 -1.338  0.267
H: 0.736 -2.660 0.408  0.290
H: 2.102 -2.138 1.433  0.281
H: 2.438 -2.361 -0.145  0.325
H: -3.083 1.125 0.671  0.226
H: -2.636 0.876 -0.954  0.255

Results
**Gap between HOMO and LUMO (alpha / beta)**: 7.8 / 7.8 eV
**E_HOMO (alpha / beta)**: -7.960 / -7.957 eV
**Charge**: 0

=====

The structure with the most favorable energy is <w>; the runner-up is 0.804 eV above it.

=====

<w>
Below is a 2-piece molecular cluster, C4H10O2S overall, with properties calculated with ωB97M-V/def2-TZVPD.

Last column: Mulliken charge in e.
Cartesian coordinates (Å):
O: 2.511 0.356 -2.405  -0.465
C: 2.370 0.060 -1.233  -0.056
C: 1.429 -1.125 -0.898  -0.547
C: 0.057 -0.933 -0.175  -0.531
C: -0.623 0.132 -1.134  -0.678
S: -2.192 0.566 -0.315  -0.186
H: 2.866 0.587 -0.476  0.432
H: 2.042 -1.737 -0.130  0.293
H: 1.202 -1.574 -1.798  0.325
H: -0.625 -1.832 -0.210  0.312
H: 0.128 -0.562 0.839  0.383
H: -1.004 -0.293 -2.072  0.290
H: -0.024 1.070 -1.219  0.340
H: -1.864 1.664 0.198  0.075
O: -2.166 1.139 3.293  -0.597
H: -1.799 1.922 3.651  0.303
H: -2.309 0.561 4.083  0.307

Results
**Gap between HOMO and LUMO**: 9.2 eV
**E_HOMO**: -8.629 eV
**Charge**: 0
**SMILES**: O=CCCCS.O

=====

<x>
Below is a 2-piece molecular cluster, C4H10O2S overall, with properties calculated with ωB97M-V/def2-TZVPD.

Last column: Mulliken charge in e.
Cartesian coordinates (Å):
O: 2.421 1.373 1.101  -0.516
C: 1.246 1.601 0.734  -0.120
C: 0.590 1.342 -0.572  -0.409
C: 0.288 -0.123 -0.510  -0.068
C: -0.532 -0.452 -1.715  -0.719
S: -1.089 -2.055 -2.450  -0.205
H: 0.502 1.949 1.473  0.380
H: -0.410 1.817 -0.579  0.309
H: 1.167 1.564 -1.424  0.422
H: -0.349 -0.306 0.487  -0.075
H: 1.039 -0.983 -0.511  0.319
H: -1.563 0.088 -1.504  0.291
H: 0.045 0.024 -2.528  0.238
H: -0.937 -2.853 -1.385  0.116
O: -1.156 -0.844 3.232  -0.663
H: -0.507 -0.480 2.522  0.372
H: -0.755 -1.661 3.630  0.327

Results
**Gap between HOMO and LUMO**: 9.8 eV
**E_HOMO**: -9.325 eV
**Charge**: 0
**SMILES**: O=CCCCS.O

=====

The structure with the most favorable energy is <w>; the runner-up is 0.409 eV above it.

=====

<w>
Below is an isolated ion of composition C4H9NO2 and charge -1, with properties calculated with ωB97M-V/def2-TZVPD.

Last column: Mulliken charge in e.
Cartesian coordinates (Å):
C: -1.424 -0.036 0.326  -0.927
N: -0.379 -0.649 -0.408  -0.149
C: 1.027 -0.387 -0.525  -0.362
O: 0.976 -0.509 -2.231  -0.559
O: 1.876 -1.236 -0.297  -0.477
C: -1.359 1.365 0.818  -0.272
C: -0.424 1.069 2.178  -1.115
H: -2.377 -0.162 -0.271  0.294
H: -1.904 -0.397 1.304  0.356
H: -0.649 0.103 -1.284  0.319
H: 1.644 0.212 -2.234  0.290
H: -2.406 1.539 0.856  0.347
H: -0.589 2.269 0.242  0.243
H: -0.921 0.362 2.826  0.374
H: 0.535 0.487 2.123  0.304
H: -0.416 2.021 2.738  0.334

Results
**Gap between HOMO and LUMO (alpha / beta)**: 5.4 / 7.5 eV
**2S+1**: 2
**E_HOMO (alpha / beta)**: -1.494 / -3.607 eV
**<S²>**: 0.7538
**Charge**: -1

=====

<x>
Below is an isolated ion of composition C4H9NO2 and charge -1, with properties calculated with ωB97M-V/def2-TZVPD.

Last column: Mulliken charge in e.
Cartesian coordinates (Å):
C: -0.465 -0.955 -1.682  -0.355
O: -1.753 -1.146 -2.068  -0.662
C: -0.409 -0.381 -0.161  0.185
C: 0.962 0.168 0.243  -0.519
C: 0.936 0.804 1.692  -0.274
O: 2.162 1.367 1.975  -0.810
N: -1.521 0.579 0.010  -0.544
H: 0.115 -0.152 -2.246  0.257
H: 0.118 -1.907 -1.492  0.262
H: -0.630 -1.319 0.363  0.116
H: 1.361 0.698 -0.596  0.312
H: 1.672 -0.778 0.293  0.208
H: 0.145 1.641 1.574  0.078
H: 0.422 -0.030 2.194  0.292
H: -1.163 1.158 0.777  0.155
H: -1.950 0.252 -0.876  0.299

Results
**Gap between HOMO and LUMO (alpha / beta)**: 7.9 / 3.9 eV
**2S+1**: 2
**E_HOMO (alpha / beta)**: -3.795 / -2.693 eV
**<S²>**: 0.7615
**Charge**: -1

=====

The structure with the most favorable energy is <x>; the runner-up is 1.038 eV above it.

=====

<w>
Below is one molecule with the formula C3H3NO2S, with properties calculated with ωB97M-V/def2-TZVPD.

Last column: Mulliken charge in e.
Cartesian coordinates (Å):
C: -0.158 -0.678 -0.698  -0.135
N: -0.862 -1.688 -1.063  -0.530
C: -1.801 -1.956 -0.049  0.716
O: -2.085 -3.308 0.046  -0.298
O: -3.023 -2.356 -0.442  -0.296
S: -1.482 -1.009 1.445  -0.146
C: -0.419 0.105 0.413  -0.464
H: 0.621 -0.334 -1.202  0.517
H: 0.467 0.344 1.052  0.344
H: -1.163 0.886 0.109  0.293

Results
**Gap between HOMO and LUMO**: 10.1 eV
**E_HOMO**: -9.712 eV
**Charge**: 0
**SMILES**: C1=NC2(OO2)SC1

=====

<x>
Below is a 2-piece molecular cluster, C3H3NO2S overall, with properties calculated with ωB97M-V/def2-TZVPD.

Last column: Mulliken charge in e.
Cartesian coordinates (Å):
C: 0.551 0.610 -1.319  0.429
C: -0.489 -0.518 -1.663  -0.309
C: -0.312 -0.212 0.627  0.180
H: 0.146 -1.650 -1.910  0.256
H: -1.005 -0.318 -3.023  0.329
H: -1.780 -1.336 -0.122  0.338
N: -1.380 -0.320 -0.378  -0.355
O: 1.286 1.138 -2.047  -0.371
O: 0.783 0.378 0.156  -0.228
S: -0.172 -0.367 2.310  -0.269

Results
**Gap between HOMO and LUMO**: 8.5 eV
**E_HOMO**: -8.941 eV
**Charge**: 0

=====

<y>
Below is one molecule with the formula C3H3NO2S, with properties calculated with ωB97M-V/def2-TZVPD.

Last column: Mulliken charge in e.
Cartesian coordinates (Å):
C: -0.013 -0.026 -0.005  -0.456
C: -0.450 -1.084 -0.632  -0.253
C: 0.611 1.215 -0.731  0.200
N: 0.670 1.430 -1.950  -0.458
O: -1.409 -1.293 -3.172  -0.482
O: 0.893 -1.893 -2.917  -0.429
S: -0.139 -1.035 -2.521  0.701
H: -0.109 -0.061 1.046  0.356
H: -0.968 -1.938 -0.357  0.433
H: 1.041 2.009 -0.149  0.388

Results
**Gap between HOMO and LUMO (alpha / beta)**: 8.4 / 8.7 eV
**E_HOMO (alpha / beta)**: -9.504 / -10.363 eV
**Charge**: 0

=====

The structure with the most favorable energy is <x>; the runner-up is 0.849 eV above it.

=====

<w>
Below is one molecule with the formula C3H3NO2S, with properties calculated with ωB97M-V/def2-TZVPD.

Last column: Mulliken charge in e.
Cartesian coordinates (Å):
O: -1.524 -0.639 -1.760  -0.482
C: -0.930 -0.379 -0.780  0.544
C: 0.047 0.827 -0.754  -0.480
S: 1.642 0.250 -0.139  -0.069
C: 0.891 -0.484 1.270  -0.054
N: -0.341 -0.805 1.474  -0.368
O: -1.086 -1.148 0.344  -0.140
H: -0.313 1.661 -0.060  0.287
H: 0.082 1.254 -1.709  0.336
H: 1.533 -0.536 2.115  0.427

Results
**Gap between HOMO and LUMO**: 10.1 eV
**E_HOMO**: -9.807 eV
**Charge**: 0
**SMILES**: O=C1CSC=NO1

=====

<x>
Below is one molecule with the formula C3H3NO2S, with properties calculated with ωB97M-V/def2-TZVPD.

Last column: Mulliken charge in e.
Cartesian coordinates (Å):
C: 1.103 0.016 -0.018  -0.345
C: 0.458 1.201 0.055  0.036
C: 0.397 -1.200 0.233  0.058
N: -0.868 -1.273 0.420  -0.423
O: -0.798 1.358 0.429  -0.390
O: -2.440 -0.083 -1.263  -0.537
S: -1.905 -0.015 0.335  0.570
H: 2.144 -0.009 -0.276  0.329
H: 0.957 2.140 -0.175  0.357
H: 0.952 -2.134 0.260  0.346

Results
**Gap between HOMO and LUMO**: 9.4 eV
**E_HOMO**: -9.906 eV
**Charge**: 0

=====

The structure with the most favorable energy is <w>; the runner-up is 0.753 eV above it.

=====

<w>
Below is one molecule with the formula C3H3NO2S, with properties calculated with ωB97M-V/def2-TZVPD.

Last column: Mulliken charge in e.
Cartesian coordinates (Å):
O: 1.477 0.563 0.371  -0.436
C: 0.315 0.250 -0.183  0.210
N: -0.522 0.840 -0.901  -0.487
C: -1.673 0.246 -1.052  -0.265
S: -1.877 -1.317 -0.220  -0.127
C: -0.344 -1.302 0.399  0.431
O: 0.278 -2.068 1.238  -0.474
H: 1.453 1.497 0.120  0.370
H: -2.364 0.450 -1.852  0.405
H: -0.355 -2.882 1.514  0.373

Results
**Gap between HOMO and LUMO**: 7.1 eV
**E_HOMO**: -6.929 eV
**Charge**: 0
**SMILES**: Oc1ncsc1O

=====

<x>
Below is one molecule with the formula C3H3NO2S, with properties calculated with ωB97M-V/def2-TZVPD.

Last column: Mulliken charge in e.
Cartesian coordinates (Å):
C: -0.379 1.410 -0.048  -0.081
C: -2.362 0.072 0.520  0.475
C: 1.270 -0.623 -0.446  -0.230
N: -1.285 0.479 0.136  -0.298
O: -3.212 -0.677 0.815  -0.437
O: 2.552 -1.162 -0.346  -0.429
S: 1.207 1.016 -0.114  -0.049
H: -0.532 2.492 -0.144  0.355
H: 0.395 -1.099 -0.501  0.384
H: 2.346 -1.909 0.127  0.310

Results
**Gap between HOMO and LUMO (alpha / beta)**: 7.3 / 7.4 eV
**E_HOMO (alpha / beta)**: -7.238 / -7.082 eV
**Charge**: 0

=====

The structure with the most favorable energy is <w>; the runner-up is 0.360 eV above it.